1.
A structure of composition C29H35N3O6S, computed with ωB97M-V/def2-TZVPD.

Output
- Highest occupied orbital energy: -8.469 eV

ORCA input file:
```
! RIJCOSX wB97M-V def2-TZVPD def2/J DEFGRID3
* xyz 0 1
S 1.674 3.895 -1.739
O 3.647 -1.780 -1.651
O 3.735 2.633 4.014
O -4.622 -1.541 0.930
O -9.408 -0.228 2.776
O -0.250 5.846 2.655
O 1.339 -1.916 -3.412
N 0.830 2.818 -2.590
N 4.421 0.490 -0.432
N 2.837 2.945 -1.036
C 2.887 -0.663 -1.901
C 2.548 1.744 -1.531
C -3.129 -0.329 -1.575
C -1.486 0.834 -3.151
C -2.503 -0.359 -3.004
C 4.298 -0.456 1.920
C -0.831 -3.402 -1.109
C -6.916 -2.054 1.033
C 1.392 1.610 -2.433
C 4.026 0.746 0.979
C -8.312 -0.529 2.353
C 3.421 -1.712 1.573
C 0.662 5.110 2.966
C -0.176 -3.703 -2.519
C -0.217 0.411 -3.971
C 0.935 4.780 4.387
C 0.991 0.367 -3.041
C -5.718 -1.240 1.352
C 2.822 3.370 3.703
C -8.119 -1.725 1.498
C 4.280 -3.008 1.340
C 1.937 3.974 4.728
C 1.548 4.504 1.943
C -5.911 -0.044 2.207
C 1.723 -0.767 -2.787
C -7.114 0.285 2.672
C 3.265 0.505 -1.294
C 1.234 -3.048 -2.529
C 2.549 3.699 2.284
H -2.985 0.633 -1.057
H 2.970 1.041 1.102
H 4.629 1.582 1.385
H -9.004 -2.307 1.276
H -0.513 -2.375 -0.846
H -6.755 -2.922 0.407
H -0.341 -4.082 -0.393
H 1.946 -3.809 -2.906
H 3.202 3.253 1.548
H 2.152 3.722 5.759
H -0.827 -3.390 -3.347
H -0.352 -0.506 -4.557
H 3.936 -3.543 0.441
H -1.208 1.166 -2.137
H 3.977 -0.121 2.928
H 5.323 -2.700 1.144
H -5.026 0.538 2.429
H -7.275 1.153 3.298
H 0.278 5.230 5.121
H 1.335 4.754 0.912
H 5.078 1.216 -0.701
H -4.213 -0.538 -1.592
H -3.302 -0.213 -3.749
H 1.532 -2.849 -1.489
H 2.708 -1.932 2.388
H -1.924 -3.507 -1.125
H 5.370 -0.696 2.006
H -1.991 1.698 -3.619
H 4.571 -1.509 -1.760
H 2.832 -1.451 0.681
H -2.648 -1.121 -0.980
H -0.017 1.233 -4.689
H -0.006 -4.796 -2.521
H -1.962 -1.294 -3.220
H 4.221 -3.618 2.253
*
```

2.
A structure of composition C29H36AsBiGeN2O3S4, computed with ωB97M-V/def2-TZVPD.

Output
- Highest occupied orbital energy: -1.024 eV
- Relative energy (zero: lowest compared OMol25 entry of this formula, charge and spin): 194.0 kJ/mol

ORCA input file:
```
! RIJCOSX wB97M-V def2-TZVPD def2/J DEFGRID3
* xyz -2 1
Bi -0.449 0.031 0.021
As -2.713 1.472 2.590
Ge -2.066 -0.381 -3.048
S -4.812 1.037 2.507
S -2.277 3.285 3.580
S -1.556 -0.215 3.200
S -2.154 1.818 0.331
O 2.759 0.002 0.246
O 1.295 2.525 -0.531
O 1.067 -2.588 -0.601
N -2.141 -1.531 0.217
N -4.028 -2.257 1.028
C -3.790 3.422 -2.854
C -0.352 -0.939 -6.928
C -2.412 0.229 -7.306
C -4.095 -2.628 -2.623
C 2.436 1.994 -1.149
C -3.485 1.008 -2.849
C -2.147 -4.587 -2.731
C -3.379 -1.200 0.530
C 2.390 -2.309 -0.207
C -1.770 -0.366 -5.038
C -4.994 3.286 -2.176
C -5.457 2.020 -1.860
C -1.253 -0.350 -7.806
C -2.662 0.217 -5.938
C 0.852 -2.620 -2.001
C -3.047 2.296 -3.171
C -2.773 -2.237 -2.833
C -5.367 -2.219 1.580
C -0.376 -0.294 -2.189
C -1.813 -3.250 -2.891
C -3.468 -4.951 -2.501
C -4.714 0.897 -2.203
C 2.977 -0.999 -0.718
C 3.263 1.266 -0.111
C -3.152 -3.317 1.045
C -0.613 -0.944 -5.564
C 0.551 3.361 -1.400
C -1.978 -2.852 0.546
C -4.441 -3.964 -2.454
H 4.058 -1.121 -0.888
H -5.397 -1.449 2.357
H -5.608 -3.197 1.992
H -3.737 -5.992 -2.361
H -3.117 0.698 -7.984
H 2.373 -2.262 0.882
H 2.511 -0.730 -1.673
H -4.882 -1.886 -2.592
H -1.050 -0.334 -8.871
H -6.378 1.901 -1.302
H 3.249 1.863 0.803
H 1.160 4.222 -1.710
H -0.324 3.687 -0.846
H 2.144 1.315 -1.964
H -1.037 -3.354 0.392
H 0.217 2.816 -2.289
H 0.102 -1.385 -4.876
H -0.776 -2.966 -3.044
H -5.552 4.162 -1.871
H -3.412 4.408 -3.098
H -5.101 -0.074 -1.921
H 3.048 2.799 -1.584
H -3.439 -4.286 1.413
H 0.169 0.576 -2.587
H -6.090 -1.963 0.805
H 0.501 -1.649 -2.366
H -3.813 -0.218 0.409
H 0.065 -3.354 -2.184
H -1.375 -5.348 -2.773
H -3.566 0.682 -5.558
H -5.478 -4.237 -2.288
H 4.298 1.176 -0.474
H 0.561 -1.384 -7.310
H 3.049 -3.135 -0.521
H -2.083 2.415 -3.659
H 1.760 -2.932 -2.531
*
```

3.
A structure of composition C29H36AsI2N5ORhSi2, computed with ωB97M-V/def2-TZVPD.

Output
- Highest occupied orbital energy (spin up / spin down): -10.060 / -10.060 eV

ORCA input file:
```
! RIJCOSX wB97M-V def2-TZVPD def2/J DEFGRID3
* xyz 1 1
I -3.832 6.469 0.204
I 1.690 4.283 -0.376
Rh -0.302 -0.106 -0.861
As 1.822 -0.826 -1.285
Si 3.507 0.687 -2.045
Si -0.184 -0.650 -3.253
O 0.000 1.826 -1.438
N -0.222 0.423 1.358
N -1.014 -2.050 -0.361
N 1.472 -3.063 9.336
N -2.415 0.308 -0.598
N 0.075 0.102 3.515
C -3.090 3.704 -0.785
C -1.192 5.066 -0.280
C -0.283 -3.160 -0.163
C -2.223 -4.525 0.027
C 1.319 -1.599 -3.947
C -0.844 2.783 -1.100
C -0.390 1.625 2.013
C -0.840 -4.406 0.025
C 0.066 -0.462 2.287
C -0.358 4.017 -0.634
C -1.620 -1.806 -3.627
C 0.155 -2.483 6.154
C -0.139 -1.835 4.969
C 2.999 1.997 -3.257
C 4.841 -0.409 -2.760
C -2.356 -2.159 -0.332
C 0.933 -1.848 7.118
C -3.209 -0.927 -0.532
C -2.259 2.658 -1.160
C 1.232 -2.522 8.353
C -2.982 -3.384 -0.140
C -2.891 1.347 -1.543
C 0.364 -0.561 4.743
C -2.567 4.912 -0.355
C 1.420 -0.564 6.890
C 4.026 1.316 -0.360
C -0.214 1.438 3.347
C -0.329 0.902 -4.274
C 1.143 0.078 5.697
H 5.098 -1.224 -2.082
H -0.618 2.537 1.488
H -3.980 1.437 -1.503
H 3.827 2.700 -3.387
H -2.408 0.732 0.326
H 5.744 0.183 -2.930
H 2.784 1.563 -4.235
H 1.570 -2.539 -3.451
H 0.305 -1.499 2.119
H 4.552 -0.842 -3.719
H -0.289 2.116 4.178
H 1.548 1.062 5.502
H -0.230 -3.475 6.345
H 4.251 0.497 0.328
H -4.063 -3.427 -0.133
H -0.196 -5.262 0.166
H 2.228 -1.005 -4.063
H 0.479 1.600 -4.068
H -4.164 3.569 -0.835
H -2.697 -5.487 0.164
H 2.027 -0.079 7.642
H -3.782 -1.042 -1.452
H -2.610 1.031 -2.546
H -3.944 -0.869 0.277
H -0.765 5.995 0.072
H 0.790 -3.029 -0.173
H -1.706 -1.934 -4.709
H -1.474 -2.797 -3.190
H -1.260 1.429 -4.070
H -2.569 -1.406 -3.278
H -0.777 -2.309 4.235
H 1.001 -1.865 -4.961
H 2.127 2.548 -2.911
H 3.259 1.951 0.086
H -0.310 0.640 -5.336
H 4.942 1.904 -0.467
*
```

Copy entry 1 word for word.
A structure of composition C29H35N3O6S, computed with ωB97M-V/def2-TZVPD.

Output
- Highest occupied orbital energy: -8.469 eV

ORCA input file:
```
! RIJCOSX wB97M-V def2-TZVPD def2/J DEFGRID3
* xyz 0 1
S 1.674 3.895 -1.739
O 3.647 -1.780 -1.651
O 3.735 2.633 4.014
O -4.622 -1.541 0.930
O -9.408 -0.228 2.776
O -0.250 5.846 2.655
O 1.339 -1.916 -3.412
N 0.830 2.818 -2.590
N 4.421 0.490 -0.432
N 2.837 2.945 -1.036
C 2.887 -0.663 -1.901
C 2.548 1.744 -1.531
C -3.129 -0.329 -1.575
C -1.486 0.834 -3.151
C -2.503 -0.359 -3.004
C 4.298 -0.456 1.920
C -0.831 -3.402 -1.109
C -6.916 -2.054 1.033
C 1.392 1.610 -2.433
C 4.026 0.746 0.979
C -8.312 -0.529 2.353
C 3.421 -1.712 1.573
C 0.662 5.110 2.966
C -0.176 -3.703 -2.519
C -0.217 0.411 -3.971
C 0.935 4.780 4.387
C 0.991 0.367 -3.041
C -5.718 -1.240 1.352
C 2.822 3.370 3.703
C -8.119 -1.725 1.498
C 4.280 -3.008 1.340
C 1.937 3.974 4.728
C 1.548 4.504 1.943
C -5.911 -0.044 2.207
C 1.723 -0.767 -2.787
C -7.114 0.285 2.672
C 3.265 0.505 -1.294
C 1.234 -3.048 -2.529
C 2.549 3.699 2.284
H -2.985 0.633 -1.057
H 2.970 1.041 1.102
H 4.629 1.582 1.385
H -9.004 -2.307 1.276
H -0.513 -2.375 -0.846
H -6.755 -2.922 0.407
H -0.341 -4.082 -0.393
H 1.946 -3.809 -2.906
H 3.202 3.253 1.548
H 2.152 3.722 5.759
H -0.827 -3.390 -3.347
H -0.352 -0.506 -4.557
H 3.936 -3.543 0.441
H -1.208 1.166 -2.137
H 3.977 -0.121 2.928
H 5.323 -2.700 1.144
H -5.026 0.538 2.429
H -7.275 1.153 3.298
H 0.278 5.230 5.121
H 1.335 4.754 0.912
H 5.078 1.216 -0.701
H -4.213 -0.538 -1.592
H -3.302 -0.213 -3.749
H 1.532 -2.849 -1.489
H 2.708 -1.932 2.388
H -1.924 -3.507 -1.125
H 5.370 -0.696 2.006
H -1.991 1.698 -3.619
H 4.571 -1.509 -1.760
H 2.832 -1.451 0.681
H -2.648 -1.121 -0.980
H -0.017 1.233 -4.689
H -0.006 -4.796 -2.521
H -1.962 -1.294 -3.220
H 4.221 -3.618 2.253
*
```

Q: Number 1 is which compound?
A: C29H35N3O6S

Copy entry 2 word for word.
A structure of composition C29H36AsBiGeN2O3S4, computed with ωB97M-V/def2-TZVPD.

Output
- Highest occupied orbital energy: -1.024 eV
- Relative energy (zero: lowest compared OMol25 entry of this formula, charge and spin): 194.0 kJ/mol

ORCA input file:
```
! RIJCOSX wB97M-V def2-TZVPD def2/J DEFGRID3
* xyz -2 1
Bi -0.449 0.031 0.021
As -2.713 1.472 2.590
Ge -2.066 -0.381 -3.048
S -4.812 1.037 2.507
S -2.277 3.285 3.580
S -1.556 -0.215 3.200
S -2.154 1.818 0.331
O 2.759 0.002 0.246
O 1.295 2.525 -0.531
O 1.067 -2.588 -0.601
N -2.141 -1.531 0.217
N -4.028 -2.257 1.028
C -3.790 3.422 -2.854
C -0.352 -0.939 -6.928
C -2.412 0.229 -7.306
C -4.095 -2.628 -2.623
C 2.436 1.994 -1.149
C -3.485 1.008 -2.849
C -2.147 -4.587 -2.731
C -3.379 -1.200 0.530
C 2.390 -2.309 -0.207
C -1.770 -0.366 -5.038
C -4.994 3.286 -2.176
C -5.457 2.020 -1.860
C -1.253 -0.350 -7.806
C -2.662 0.217 -5.938
C 0.852 -2.620 -2.001
C -3.047 2.296 -3.171
C -2.773 -2.237 -2.833
C -5.367 -2.219 1.580
C -0.376 -0.294 -2.189
C -1.813 -3.250 -2.891
C -3.468 -4.951 -2.501
C -4.714 0.897 -2.203
C 2.977 -0.999 -0.718
C 3.263 1.266 -0.111
C -3.152 -3.317 1.045
C -0.613 -0.944 -5.564
C 0.551 3.361 -1.400
C -1.978 -2.852 0.546
C -4.441 -3.964 -2.454
H 4.058 -1.121 -0.888
H -5.397 -1.449 2.357
H -5.608 -3.197 1.992
H -3.737 -5.992 -2.361
H -3.117 0.698 -7.984
H 2.373 -2.262 0.882
H 2.511 -0.730 -1.673
H -4.882 -1.886 -2.592
H -1.050 -0.334 -8.871
H -6.378 1.901 -1.302
H 3.249 1.863 0.803
H 1.160 4.222 -1.710
H -0.324 3.687 -0.846
H 2.144 1.315 -1.964
H -1.037 -3.354 0.392
H 0.217 2.816 -2.289
H 0.102 -1.385 -4.876
H -0.776 -2.966 -3.044
H -5.552 4.162 -1.871
H -3.412 4.408 -3.098
H -5.101 -0.074 -1.921
H 3.048 2.799 -1.584
H -3.439 -4.286 1.413
H 0.169 0.576 -2.587
H -6.090 -1.963 0.805
H 0.501 -1.649 -2.366
H -3.813 -0.218 0.409
H 0.065 -3.354 -2.184
H -1.375 -5.348 -2.773
H -3.566 0.682 -5.558
H -5.478 -4.237 -2.288
H 4.298 1.176 -0.474
H 0.561 -1.384 -7.310
H 3.049 -3.135 -0.521
H -2.083 2.415 -3.659
H 1.760 -2.932 -2.531
*
```